1.
# C20H31F3N2PdSSi3

A molecular structure, C20H31F3N2PdSSi3 (the ωB97M-V functional and the def2-TZVPD basis, OMol25).

Geometry as XYZ:
```
61
Properties=species:S:1:pos:R:3:forces:R:3
Pd 0.745135 -0.668851 0.275932 -0.3743 0.0535 0.3020
C 1.947930 2.541732 -1.886719 0.0205 0.0354 -0.0040
Si 0.214966 1.880979 -1.730927 0.0042 0.0310 0.0118
C -0.965400 3.292677 -2.064703 0.0004 -0.0226 0.0140
C -0.098121 0.443161 -2.899043 0.0289 0.0077 0.0049
C -0.224268 1.196709 0.050775 0.0866 -0.0983 -0.2923
Si 0.750828 1.678370 1.705079 0.3176 -0.2293 0.0331
C 2.592646 1.413644 1.745769 -0.0016 0.1222 0.0848
C 0.357268 3.458343 1.172654 -0.0964 0.0403 -0.1552
C -0.035341 1.317634 3.341671 0.0134 -0.0359 -0.0073
Si -2.125236 0.933001 0.340934 0.0068 0.0687 0.0203
C -2.953423 0.265538 -1.181610 0.0261 -0.0143 -0.0038
C -2.983899 2.419739 1.042993 -0.0161 -0.0175 -0.0222
C -2.027215 -0.491299 1.572309 -0.0444 0.0273 0.0297
C -3.038447 -0.868863 2.444349 -0.0084 -0.0069 0.0183
C -2.845693 -1.932365 3.314351 0.0050 0.0044 -0.0109
C -1.632742 -2.604331 3.292174 0.0045 -0.0029 -0.0028
C -0.666422 -2.195802 2.394356 0.0174 -0.0077 0.0065
N -0.860761 -1.166997 1.556483 0.0331 -0.1157 -0.0052
H 2.098108 2.718977 -2.956853 0.0104 0.0064 0.0059
H 2.748127 1.875167 -1.572128 -0.0266 -0.0086 0.0071
H 2.085758 3.505795 -1.395450 0.0056 -0.0111 -0.0127
H -0.754474 3.649264 -3.077472 0.0088 -0.0164 -0.0003
H -0.814217 4.140400 -1.395826 -0.0117 -0.0018 -0.0057
H -2.019353 3.017370 -2.043037 -0.0191 -0.0142 0.0126
H 0.789698 0.314661 -3.522055 0.0008 0.0026 0.0069
H -0.942072 0.672858 -3.551441 -0.0005 -0.0058 0.0013
H -0.295349 -0.514939 -2.419826 -0.0137 0.0035 0.0071
H 3.092319 1.688641 0.817599 -0.0266 0.0003 -0.0111
H 2.883680 0.397776 2.015625 -0.0139 0.0003 -0.0066
H 2.967912 2.072906 2.536260 0.0236 -0.0061 -0.0084
H 0.831389 3.793666 0.257403 0.0098 0.0052 0.0452
H 0.839132 3.975280 2.015428 0.0079 -0.0577 0.0342
H -0.698024 3.708761 1.181867 -0.0052 0.0293 -0.0299
H 0.245110 0.333562 3.719584 -0.0154 -0.0001 -0.0017
H -1.120302 1.405290 3.360851 -0.0018 0.0089 -0.0168
H 0.365504 2.054192 4.045314 0.0035 -0.0024 -0.0003
H -2.992360 0.970157 -2.010231 0.0061 0.0155 -0.0083
H -3.984941 0.030798 -0.901856 0.0036 0.0029 0.0048
H -2.492036 -0.658183 -1.531959 0.0000 0.0054 -0.0048
H -2.951905 3.257773 0.344315 -0.0011 0.0071 0.0077
H -2.581601 2.745412 2.001729 -0.0039 -0.0018 0.0073
H -4.038527 2.172979 1.192183 0.0019 -0.0075 -0.0093
H -3.975154 -0.325983 2.447771 0.0022 0.0000 0.0025
H -3.626407 -2.230561 4.001505 0.0000 0.0019 0.0010
H -1.431273 -3.431999 3.957225 -0.0006 -0.0007 0.0005
H 0.294776 -2.693810 2.341801 -0.0034 0.0019 0.0068
F 3.684173 -2.646813 -3.874721 0.0038 -0.0025 0.0241
C 3.900071 -3.294550 -2.723097 0.0576 0.0349 0.0271
F 4.428342 -4.482682 -2.998875 -0.0209 0.0279 -0.0075
F 4.788779 -2.584214 -2.014289 -0.0263 -0.0356 -0.0289
C 2.605703 -3.437819 -1.955388 0.0199 -0.0787 -0.0699
C 1.861407 -4.604291 -1.998085 0.1040 0.0029 -0.0318
C 0.640142 -4.688815 -1.334427 -0.0739 -0.0047 0.0326
C 0.188896 -3.596214 -0.632458 -0.0663 -0.0036 0.0557
N 0.932915 -2.481585 -0.589567 -0.2540 0.0645 0.1665
C 2.093458 -2.375466 -1.228099 0.2376 0.1580 -0.2064
S 2.670954 -0.736621 -0.966186 0.0408 0.0304 -0.0203
H 2.236829 -5.451427 -2.557924 -0.0020 0.0021 0.0007
H 0.047478 -5.590807 -1.368506 -0.0030 -0.0001 -0.0020
H -0.754471 -3.587924 -0.103531 0.0184 0.0083 0.0032
```
Forces are in eV/Å.

Results
E_LUMO, Eh: -0.3338
Orbital gap, eV: 5.74
2S+1: 1
M, g/mol: 579.22
Strongest force on any atom, eV Å⁻¹: 0.48
Net charge: +2
E_HOMO, eV: -14.82

2.
# C20H31GeI2N2O4SiTa

A molecular structure, C20H31GeI2N2O4SiTa in a non-equilibrium geometry (the ωB97M-V functional and the def2-TZVPD basis, OMol25).

Geometry as XYZ:
```
62
Properties=species:S:1:pos:R:3:forces:R:3
Ta -0.083789 -0.737748 -0.156956 2.1669 0.0040 -0.3819
I 7.182111 1.939952 -0.052756 -0.4127 -0.1161 -0.1721
C 5.283211 1.204752 -0.576256 0.4596 -0.0235 0.0855
C 5.127411 -0.151248 -0.829456 0.1107 0.0543 0.0654
C 3.846611 -0.590848 -1.089856 -0.9129 -0.5459 -0.2078
I 3.237311 -2.624148 -1.126156 0.7971 0.5957 -0.1313
C 2.702411 0.216552 -1.131656 1.4143 0.5699 0.3372
O 1.529711 -0.363548 -1.336456 -2.6098 -0.3622 0.3173
C 2.899011 1.585552 -0.871256 -0.4337 -0.3463 -0.1507
C 1.681611 2.463552 -0.756756 0.0839 -0.0636 -0.1284
N 0.845011 1.932752 0.329944 -0.2865 -0.3364 0.1254
C 1.408111 2.192052 1.654544 0.0079 -0.0185 0.0224
C 1.111711 1.121952 2.682444 0.0901 0.3644 0.1312
C 1.406011 1.399052 4.017244 -0.0578 -0.2493 -0.2304
C 1.258711 0.409352 4.971444 -0.0472 -0.0240 -0.2457
C 0.792311 -0.836748 4.570744 -0.0099 0.1249 -0.1846
C 0.490011 -1.025448 3.235944 -0.0184 -0.4372 0.3325
N 0.652411 -0.074948 2.309344 -0.5551 -0.3087 -1.6169
C 4.173511 2.048952 -0.590556 0.2026 -0.2047 -0.1384
H 5.963611 -0.831848 -0.804356 0.0932 -0.0407 0.0592
H 1.095611 2.420452 -1.680356 0.0685 0.0783 0.0793
H 1.987011 3.503152 -0.584256 -0.0816 -0.0934 -0.0625
H -0.080989 2.352752 0.280344 0.1890 -0.0841 -0.0115
H 1.073311 3.161252 2.049044 0.1261 -0.1292 -0.0484
H 2.501411 2.238452 1.565044 -0.1758 0.0503 0.0227
H 1.772611 2.377852 4.286044 0.0235 0.0998 0.0093
H 1.511311 0.603252 6.001744 -0.0058 0.0056 0.1214
H 0.672511 -1.641348 5.277044 -0.0706 -0.1053 0.0228
H 0.123511 -1.981748 2.880344 0.0257 0.0167 0.0576
H 4.318311 3.094352 -0.361856 -0.0574 0.1308 0.0174
O 0.851911 -2.333848 0.401944 -0.2430 -1.7100 0.1923
O 2.234411 -2.380848 0.526144 0.8253 0.0560 1.0002
C -3.151389 -3.272548 -3.443256 0.3364 0.2507 0.1917
Ge -1.540889 -2.347748 -2.763756 -0.2084 -0.3461 -0.6096
C 0.098311 -3.335848 -3.285856 -0.4225 0.3113 0.0652
C -1.498589 -0.450948 -3.372956 0.0364 -0.5006 0.2497
C -1.568589 -2.347748 -0.771856 1.5096 1.5300 0.6234
H -3.187289 -3.226648 -4.528156 0.1000 0.0944 -0.1293
H -4.059889 -2.814848 -3.060056 -0.0347 0.0573 0.0798
H -3.145689 -4.322548 -3.162156 0.0664 -0.0451 0.1287
H 0.167111 -3.421148 -4.366556 -0.0021 0.0522 -0.1258
H 0.068811 -4.343848 -2.879056 -0.0384 -0.0768 0.1087
H 0.992711 -2.832648 -2.927056 -0.0100 0.0693 -0.0603
H -1.773189 -0.415948 -4.424356 0.0621 0.0026 -0.1022
H -0.511289 0.001852 -3.270956 0.0934 0.0715 -0.0284
H -2.224689 0.143952 -2.824156 -0.0790 0.0481 0.0583
H -1.285589 -3.333248 -0.409256 0.1790 -0.0574 -0.0589
H -2.568589 -2.118348 -0.413356 -0.1390 0.2059 -0.0807
C -3.916989 1.632052 -0.898356 0.5498 -0.3250 0.7216
Si -2.859989 1.103952 0.590044 -1.5112 0.5035 0.8160
C -2.295289 2.593352 1.645644 -0.1749 -0.7397 -0.6529
C -3.584289 -0.275948 1.690744 0.1899 0.7188 -0.5341
O -1.459489 0.386552 -0.002856 -1.0757 1.1019 -0.1659
H -4.692589 2.320652 -0.577656 -0.1434 0.1142 0.1398
H -4.411589 0.790252 -1.376656 0.0014 -0.1538 -0.0186
H -3.323489 2.150652 -1.646956 0.1484 0.0770 -0.0772
H -3.153389 2.973352 2.190944 -0.1974 0.0544 0.1072
H -1.923689 3.419152 1.043644 0.0657 0.1387 -0.1328
H -1.541789 2.320652 2.381444 0.0844 -0.1052 0.1109
H -4.076589 0.151052 2.557444 -0.0905 0.0954 0.2058
H -2.809089 -0.955148 2.049344 0.0695 0.0229 0.0210
H -4.330989 -0.863948 1.165644 -0.0711 -0.1224 -0.1393
```
Forces are in eV/Å.

Results
E_LUMO, Eh: -0.2961
Orbital gap, eV: 5.94
2S+1: 1
M, g/mol: 898.93
Strongest force on any atom, eV Å⁻¹: 2.65
Net charge: +2
E_HOMO, eV: -13.99

3.
# C20H31GeN3Pd

A molecular structure, C20H31GeN3Pd (the ωB97M-V functional and the def2-TZVPD basis, OMol25).

Geometry as XYZ:
```
56
Properties=species:S:1:pos:R:3:forces:R:3
Pd 0.183829 -0.856905 -0.085736 0.1079 -0.0259 0.3486
C 2.449768 -1.949636 -2.288560 -0.0121 -0.0362 0.0340
N 2.451513 -0.998105 -1.184757 -0.1131 0.0804 -0.2491
C 3.552581 -1.285029 -0.264314 -0.0194 -0.0785 0.1243
C 2.437536 0.389830 -1.569836 0.0044 0.1249 0.1384
C 2.921955 0.822566 -2.788854 0.0259 -0.0019 -0.1036
C 2.861713 2.164584 -3.147922 -0.0291 0.0764 -0.0023
C 2.292098 3.071626 -2.272838 0.0396 0.0205 -0.0538
C 1.795917 2.656101 -1.047093 -0.0740 -0.1528 0.0539
C 1.866574 1.313689 -0.650129 0.2677 0.3924 -0.2043
N 1.357343 0.783371 0.518248 -0.4238 -0.7822 -0.2251
C 0.912003 1.467011 1.623732 -0.0862 0.2176 0.2153
C 1.291295 2.764691 1.996146 -0.0035 -0.0788 -0.0558
C 0.725211 3.389646 3.096716 -0.0070 0.0443 0.0658
C -0.218779 2.741556 3.871855 -0.0055 0.0414 -0.0151
C -0.527496 1.414799 3.589250 0.0841 -0.0113 0.1025
C 0.055207 0.765036 2.517446 0.0844 0.1732 -0.0876
N -0.141919 -0.640838 2.269313 -0.0020 -0.1571 -0.2496
C 1.048826 -1.407227 2.684294 -0.0238 -0.0174 0.2142
C -1.329836 -1.226875 2.875000 -0.0596 0.0445 0.0167
H 3.413188 -1.999593 -2.813051 -0.0005 0.0304 -0.0034
H 2.240179 -2.939877 -1.881818 0.0057 -0.0145 -0.0399
H 1.668436 -1.690566 -3.001295 -0.0105 -0.0066 0.0144
H 4.516380 -1.293827 -0.790697 -0.0258 0.0342 -0.0335
H 3.588331 -0.527965 0.515456 -0.0578 -0.0126 0.0156
H 3.403737 -2.264718 0.194719 -0.0120 0.0136 0.0011
H 3.345487 0.110828 -3.486675 -0.0050 -0.0029 0.0504
H 3.240751 2.490985 -4.107187 0.0133 -0.0281 0.0043
H 2.218009 4.117143 -2.545431 -0.0175 -0.0133 -0.0125
H 1.292899 3.368996 -0.411668 0.0247 0.0033 -0.0469
H 2.041080 3.286875 1.419949 -0.0365 -0.0154 0.0245
H 1.023909 4.402098 3.339415 -0.0054 -0.0085 -0.0059
H -0.694656 3.245666 4.702117 0.0194 -0.0187 0.0128
H -1.214725 0.888704 4.238704 0.0061 -0.0269 -0.0406
H 1.117605 -1.445169 3.779559 -0.0187 0.0137 -0.0120
H 0.980420 -2.427234 2.302511 -0.0132 0.0032 0.0079
H 1.947384 -0.937959 2.296759 0.0178 0.0198 -0.0854
H -1.231643 -1.314841 3.964757 -0.0235 0.0068 -0.0057
H -2.202305 -0.624701 2.637319 0.0174 -0.0142 0.0291
H -1.476421 -2.224847 2.462709 0.0193 -0.0139 0.0179
C -3.923205 -0.917053 0.501736 0.1801 -0.0358 -0.1933
Ge -3.221420 -1.090649 -1.340996 -0.2730 -0.0189 0.0271
C -3.844387 0.527502 -2.288457 0.1199 -0.2111 0.0897
C -4.083817 -2.702315 -2.117244 0.1280 0.2683 0.0998
C -1.289417 -1.293943 -1.537086 0.1461 0.2883 0.2077
H -5.010867 -0.843651 0.454649 -0.0013 -0.0062 -0.0264
H -3.543572 -0.011405 0.977199 0.0077 -0.0047 -0.0212
H -3.666085 -1.776019 1.122399 -0.0005 0.0082 -0.0283
H -4.911550 0.674714 -2.117853 -0.0016 -0.0095 -0.0057
H -3.673439 0.449665 -3.362549 0.0144 -0.0073 0.0069
H -3.314940 1.407004 -1.919049 0.0075 -0.0090 0.0012
H -5.157609 -2.703477 -1.926088 0.0003 0.0192 0.0001
H -3.655384 -3.602765 -1.674082 -0.0040 0.0048 0.0047
H -3.924722 -2.743619 -3.195403 0.0145 0.0020 0.0069
H -1.046946 -2.332953 -1.793069 0.0597 -0.0080 -0.0086
H -0.936024 -0.640936 -2.342246 -0.0499 -0.1031 -0.1202
```
Forces are in eV/Å.

Results
Expectation value of S²: 2.008
E_LUMO (spin up / spin down), Eh: 0.0228 / -0.0397
Orbital gap (spin up / spin down), eV: 7.52 / 5.83
2S+1: 3
M, g/mol: 492.52
Strongest force on any atom, eV Å⁻¹: 0.92
E_HOMO (spin up / spin down), eV: -6.90 / -6.91